(1)
C5H10N | wB97M-V/def2-TZVPD

```
! wB97M-V def2-TZVPD RIJCOSX def2/J DEFGRID3
* xyz 1 1
C 0.19 0.02 1.03
C -1.14 -0.25 0.72
C -0.72 0.97 0.45
C -2.32 -1.04 0.78
C 2.03 -0.06 -0.74
N 1.50 0.90 -1.63
H 0.77 -0.15 1.88
H -0.78 1.96 0.06
H -2.17 -1.79 0.09
H -3.24 -0.48 0.46
H -2.50 -1.41 1.78
H 1.16 -0.16 -0.03
H 2.13 -1.17 -1.18
H 2.86 0.23 -0.21
H 0.84 0.61 -2.29
H 1.38 1.82 -1.17
*
```

Output
energy = -250.85056 Eh
E_LUMO = -4.55 eV
orbital gap = 9.29 eV
relative energy (zero: lowest compared OMol25 entry of this formula, charge and spin) = 406.2 kJ/mol

(2)
C36H37NOP2Ru | wB97M-V/def2-TZVPD

```
! wB97M-V def2-TZVPD RIJCOSX def2/J DEFGRID3
* xyz 2 5
Ru 1.89 -4.05 -4.18
C 0.60 1.09 -1.89
C 1.11 0.78 -3.09
C 2.44 1.22 -3.57
C 3.41 0.04 -3.71
C 3.69 -0.57 -2.36
C 3.24 -0.30 -1.16
C 2.85 1.03 -0.56
C 1.32 1.26 -0.58
C 2.06 -4.42 -2.14
H -0.44 1.43 -1.88
H 0.54 0.19 -3.84
H 2.85 1.95 -2.87
H 2.31 1.73 -4.54
H 2.93 -0.70 -4.39
H 4.36 0.34 -4.20
H 4.26 -1.52 -2.48
H 3.20 -1.12 -0.42
H 3.39 1.89 -0.96
H 3.16 0.98 0.50
H 0.89 0.57 0.16
H 1.09 2.29 -0.24
H 1.72 -5.44 -1.95
H 1.30 -3.71 -1.79
H 3.00 -4.14 -1.63
P 2.07 -4.69 -6.28
P 3.89 -4.98 -4.39
C 3.54 -3.71 -6.70
C 4.50 -3.91 -5.74
C 1.55 -5.69 -7.65
C 1.98 -5.34 -8.94
C 1.43 -6.00 -10.04
C 0.48 -7.01 -9.84
C 0.09 -7.38 -8.55
C 0.62 -6.72 -7.45
C 0.55 -3.75 -5.87
C -0.39 -4.28 -4.94
C -1.38 -3.35 -4.47
C -1.62 -2.20 -5.21
C -0.85 -1.86 -6.35
C 0.27 -2.62 -6.68
C 4.65 -6.66 -4.92
C 4.15 -7.32 -6.05
C 4.70 -8.52 -6.51
C 5.78 -9.09 -5.84
C 6.33 -8.44 -4.73
C 5.79 -7.21 -4.31
C 5.05 -4.71 -3.00
C 4.95 -5.58 -1.89
C 5.38 -5.16 -0.63
C 6.11 -3.97 -0.53
C 6.45 -3.25 -1.68
C 5.94 -3.63 -2.93
H 3.63 -3.15 -7.64
H 5.52 -3.55 -5.73
H 2.70 -4.53 -9.07
H 1.72 -5.70 -11.05
H 0.03 -7.51 -10.70
H -0.65 -8.17 -8.40
H 0.32 -6.94 -6.42
H -0.44 -5.36 -4.75
H -1.91 -3.60 -3.54
H -2.40 -1.52 -4.88
H -1.13 -1.00 -6.95
H 0.88 -2.44 -7.56
H 3.33 -6.88 -6.61
H 4.29 -9.00 -7.41
H 6.20 -10.04 -6.17
H 7.19 -8.86 -4.20
H 6.30 -6.70 -3.50
H 4.49 -6.56 -2.02
H 5.14 -5.75 0.25
H 6.43 -3.61 0.45
H 7.12 -2.39 -1.61
H 6.23 -3.09 -3.83
O -0.65 -1.48 -1.29
C 0.09 -1.79 -2.19
N 0.85 -2.10 -3.08
*
```

Output
energy = -2300.73177 Eh
E_LUMO (spin up / spin down) = -6.21 / -8.25 eV
orbital gap (spin up / spin down) = 6.38 / 5.63 eV

(3)
C3H8N3O | wB97M-V/def2-TZVPD

```
! wB97M-V def2-TZVPD RIJCOSX def2/J DEFGRID3
* xyz 1 1
N 0.95 -0.87 -1.28
C 0.30 -0.34 -0.14
N 0.21 1.40 -0.20
N -0.85 1.93 -0.62
O -0.98 3.13 -0.71
C -0.86 -0.93 0.57
C 0.54 -0.76 1.25
H 0.45 -1.65 -1.70
H 1.99 -1.02 -1.09
H 1.08 1.85 0.28
H -1.68 1.32 -1.04
H -1.27 -1.92 0.23
H -1.55 -0.37 1.11
H 0.47 -0.20 2.16
H 1.20 -1.57 1.18
*
```

Output
energy = -358.18048 Eh
E_LUMO (spin up / spin down) = -5.14 / -5.14 eV
orbital gap (spin up / spin down) = 9.77 / 9.77 eV
relative energy (zero: lowest compared OMol25 entry of this formula, charge and spin) = 567.0 kJ/mol

(4)
C10H30O5 | wB97M-V/def2-TZVPD

```
! wB97M-V def2-TZVPD RIJCOSX def2/J DEFGRID3
* xyz 0 1
C 18.76 19.20 -21.69
C 20.32 19.02 -21.78
O 20.79 20.39 -22.14
H 18.58 20.20 -21.29
H 18.26 18.42 -21.12
H 18.39 19.27 -22.71
H 20.58 18.22 -22.48
H 20.69 18.87 -20.77
H 20.44 20.68 -22.99
C 14.85 22.96 -23.66
C 14.86 23.04 -25.19
O 15.52 21.88 -25.59
H 14.40 23.80 -23.13
H 15.88 22.88 -23.32
H 14.31 22.12 -23.23
H 15.38 23.93 -25.54
H 13.89 23.09 -25.68
H 14.97 21.12 -25.37
C 21.32 25.19 -32.87
C 21.45 23.89 -33.68
O 21.00 24.05 -35.00
H 20.27 25.44 -32.73
H 21.89 26.02 -33.28
H 21.72 24.90 -31.90
H 20.82 23.10 -33.28
H 22.45 23.47 -33.61
H 21.65 24.44 -35.59
C 20.00 17.21 -33.36
C 20.67 16.10 -34.15
O 20.14 14.91 -33.61
H 20.54 18.11 -33.65
H 20.04 17.24 -32.27
H 18.98 17.38 -33.71
H 21.76 16.05 -34.08
H 20.34 16.22 -35.18
H 20.50 14.73 -32.74
C 21.83 20.84 -28.12
C 20.92 21.93 -27.47
O 20.31 21.38 -26.31
H 22.61 21.17 -28.79
H 21.19 20.12 -28.63
H 22.31 20.23 -27.35
H 20.29 22.45 -28.18
H 21.65 22.66 -27.13
H 19.37 21.56 -26.33
*
```

Output
energy = -775.08869 Eh
E_LUMO = 0.50 eV
orbital gap = 10.58 eV
relative energy (zero: lowest compared OMol25 entry of this formula, charge and spin) = 188.6 kJ/mol

(5)
H4N2Si | wB97M-V/def2-TZVPD

```
! wB97M-V def2-TZVPD RIJCOSX def2/J DEFGRID3
* xyz 0 1
N 0.60 0.35 -0.73
N 0.30 0.67 0.62
Si -0.67 -0.60 -0.01
H 0.60 1.17 -1.32
H 1.61 0.56 1.58
H -2.06 -0.16 -0.02
H -0.38 -2.00 -0.13
*
```

Output
energy = -401.23189 Eh
E_LUMO = 0.21 eV
orbital gap = 8.50 eV
relative energy (zero: lowest compared OMol25 entry of this formula, charge and spin) = 390.2 kJ/mol

(6)
C2H3BrFN | wB97M-V/def2-TZVPD

```
! wB97M-V def2-TZVPD RIJCOSX def2/J DEFGRID3
* xyz 0 1
C 0.58 -0.43 -0.49
C -0.68 -0.01 0.08
N 0.39 -0.18 0.94
F -0.45 1.87 -0.26
Br -2.37 -0.69 -0.04
H 0.68 -1.42 -0.72
H 1.06 0.34 -1.07
H 0.79 0.51 1.57
*
```

Output
energy = -2806.51683 Eh
E_LUMO = -0.17 eV
orbital gap = 10.38 eV
relative energy (zero: lowest compared OMol25 entry of this formula, charge and spin) = 167.6 kJ/mol